DFT (wB97M-V/def2-TZVPD) results for a 9-piece molecular cluster, C35H80N20O10PS overall at a distorted geometry.

Computed properties:
Charge = +1
E_LUMO = -3.7686 eV
E = -3968.411159 hartree
HOMO level = -0.378 hartree
Gap between HOMO and LUMO = 6.51 eV

Each line ends with the Löwdin charge.
Cartesian coordinates (Å):
H 8.168281 -3.268679 3.992302  0.1085
N -4.903599 -0.749979 -3.763388  0.1654
H 2.877534 4.813447 2.639462  0.1196
N -5.683507 -2.168975 -5.371074  0.1633
C -3.478855 -6.692444 -1.848258  -0.6948
H -5.503279 -7.198760 -1.918831  0.0975
H 5.509446 6.057202 4.788728  0.1043
C -0.955182 2.865405 2.406730  -0.1494
H 0.879040 4.902429 0.270859  -0.0776
N -2.292649 5.131529 -5.175824  0.1581
N 3.705051 -7.734469 3.039509  0.1521
N -8.951163 -2.754442 -3.672843  0.1620
H -4.230418 -1.430071 -3.459961  0.0948
H 4.061827 -8.125154 2.186473  0.0953
C 2.081187 0.841264 0.792349  -0.2564
N -4.616207 2.329834 -5.332127  0.1672
H -0.191928 1.048712 0.201345  0.0980
H 6.165331 6.340595 8.228802  0.1026
H 6.590389 -1.416764 -2.435730  0.0912
C 0.357217 2.672607 1.497515  -0.5901
N -9.725537 -4.891236 -3.894309  0.1502
C 0.544101 -0.971459 -1.640776  -0.1778
H -6.146646 3.652652 0.222848  0.0542
H -6.317346 -2.361555 -6.129544  0.1130
H -3.014585 -4.739716 -1.575809  0.0824
C 5.928984 -1.429459 -1.487161  -0.0808
H 4.731507 5.484618 8.692256  0.1132
O 3.902416 5.065429 6.396994  -0.0047
H -6.571368 3.656023 -4.497239  0.1091
H 0.256474 0.340108 1.959695  0.1507
C 2.613513 2.116872 1.668290  -0.1445
H 1.785216 1.662716 -1.357706  0.0974
H 5.253912 1.340004 2.201622  0.0182
C -5.779711 -0.955607 -4.778974  -0.7132
C 1.011835 -4.102955 1.219853  -0.0056
N -3.784434 -5.383043 -1.665991  0.1593
H 6.944419 0.990258 0.901972  0.0734
H -3.792310 1.796207 -5.558505  0.1130
O -6.592642 -0.109137 -5.130685  -0.0029
C -7.407424 4.851993 1.261969  -0.7087
H -10.676845 -4.574842 -3.845250  0.0969
H -9.543037 -5.875290 -4.004842  0.1073
H 3.470759 1.079008 -0.941041  0.1076
H 4.363651 -4.641357 2.579463  0.0720
H 5.095246 -0.674275 -1.677710  0.0568
H 6.180257 -2.541085 6.140708  0.0887
H -9.358072 4.170043 1.571586  0.0925
H 5.823045 3.137588 0.726903  -0.0511
C 2.090546 -0.569739 -1.510442  -0.1723
H 8.617575 -2.262757 1.497930  0.1031
H 4.683796 -5.980310 1.524416  0.0983
O -2.326766 -7.100319 -1.905279  0.0113
H 5.822815 -4.301638 5.546079  0.0875
C 7.572206 -2.198389 1.973348  -0.0032
C 5.570522 -3.200349 5.411721  -0.0924
N -3.992054 2.774313 -0.222089  -0.0350
H 6.615176 6.671499 5.972597  0.1024
H -5.264833 2.558682 -6.063781  0.1119
P 4.392778 2.483163 2.247230  0.8396
C 4.712901 -1.914767 3.159271  0.0125
C 7.318142 -2.773374 3.395324  -0.0232
H -7.732725 2.972840 0.409833  0.0915
S 0.296135 3.689277 -0.099942  0.8352
H 2.631670 -1.446200 -1.007462  0.1070
H -1.993873 2.042702 -0.326212  0.0860
H -0.815160 3.627856 3.253883  0.1147
N 4.996215 3.555481 1.184519  -0.2893
O -3.971141 2.400741 -3.163943  -0.0168
N -5.900120 3.407144 -3.793209  0.1847
N 0.747402 -3.556184 -1.348609  -0.1441
C 1.900651 4.268740 2.866229  -0.1600
O 3.304535 -5.961079 4.387101  0.0120
H -2.769515 4.263123 -5.007813  0.0609
H -6.058851 3.698663 -2.841765  0.1070
C 4.987813 -1.311047 1.762764  -0.1547
C -4.778035 2.694256 -4.041230  -0.7092
N -7.089828 3.725118 0.577813  0.1468
N -2.036470 4.618802 -7.387405  0.1469
H -2.508665 3.742411 -7.260852  0.0793
H 0.667319 -2.526637 -3.295092  0.1346
H -1.699011 4.864489 -8.303846  0.1081
H -9.887813 -2.397596 -3.619690  0.0992
H 7.939549 -1.148699 -0.520365  0.1299
H -0.877275 -2.548754 -2.296136  0.1205
N -8.684556 4.899624 1.717681  0.1445
H -4.365541 -8.493569 -2.098945  0.1089
O -1.018154 -3.040280 0.242043  0.0070
H -2.150322 5.767375 -4.408364  0.1076
O 4.059745 -0.605512 0.943617  -0.1489
H 2.887837 -0.006820 2.689155  0.1264
H -2.174933 4.373092 1.134111  0.1055
C -2.268477 3.321605 1.593325  -0.2146
H -3.651813 3.676252 -0.622378  0.0763
H -8.178637 -2.109842 -3.615153  0.0918
H 4.468690 -2.951228 5.641197  0.0811
C 6.686975 0.706015 -0.187395  -0.0986
H 1.085135 -5.237693 1.008013  0.1006
C 3.745972 -6.413024 3.340628  -0.7042
N 5.326077 5.855168 7.968586  0.1611
H 0.967649 -5.676057 -1.854264  0.1006
C 0.195711 -4.844477 -1.961526  -0.0611
H 2.962402 4.185026 4.843835  0.0299
H -1.183946 1.848002 2.903928  0.1284
H 3.289401 -8.347853 3.721579  0.1095
H 0.073883 -0.226869 -2.394187  0.1291
H -8.958195 5.721575 2.231022  0.1070
H 1.003153 4.978473 2.838893  0.1351
C 2.802230 -0.372577 1.611094  -0.1478
C 2.347301 0.848966 -0.788011  -0.1210
H -3.115399 3.410819 2.376932  0.1335
C 6.433156 -1.480633 1.163602  -0.0849
H 2.083551 -3.704099 1.143288  0.0660
C 0.500303 1.096919 1.123576  -0.0708
H 2.124111 2.608469 4.415726  0.0842
H 2.143957 -1.315170 1.495806  0.1462
C 4.932944 5.662109 6.688155  -0.6775
H -4.061080 2.158755 -1.067806  0.0436
C -2.764854 2.255675 0.509941  -0.2826
N 4.315014 -5.630898 2.390264  0.1612
O -1.241442 6.571472 -6.567475  0.0261
N 1.703969 3.032678 2.038815  -0.1107
C 0.276458 -2.439737 -2.223643  -0.2131
H 4.459852 3.076238 3.548300  0.0214
C 6.848694 -0.910663 -0.275161  -0.3375
C 5.863344 -2.623375 3.946930  -0.2112
H 7.362330 1.221959 -0.954049  0.0965
H 5.589922 0.996249 -0.335606  0.0438
H -4.941820 0.142476 -3.295630  0.0787
H -5.024909 -2.874777 -5.095977  0.0991
H 0.518854 -3.917426 2.228165  0.0949
H -4.723140 -5.029410 -1.616813  0.0964
H 3.682866 -1.847862 3.632979  0.0952
H -0.065185 -0.872361 -0.681665  0.0867
H -3.110038 1.269655 1.002349  0.1314
H -0.711033 -5.152324 -1.310373  0.0803
C 1.991207 3.756300 4.424096  -0.0782
O -7.500280 -4.478150 -3.883500  -0.0044
H 5.536144 -2.493185 -1.373675  0.0883
H -0.205755 -4.696398 -3.016269  0.1022
C 0.140517 -3.508854 -0.005430  -0.4077
N -4.550822 -7.513281 -1.962414  0.1551
N 5.767462 6.179938 5.754127  0.1582
H 1.076396 4.049355 5.034592  0.0915
H 2.522759 -0.470579 -2.574178  0.1302
C -1.818523 5.511206 -6.388507  -0.7043
C -8.650812 -4.067908 -3.820769  -0.7033
O -6.605805 5.754196 1.453261  0.0129

Cartesian forces, eV/Å:
-1.7 0.9 -1.0
0.2 0.5 0.6
-1.5 -0.9 -0.3
-0.1 -0.2 -0.6
0.3 -0.2 0.0
0.1 0.0 0.0
0.1 0.1 0.2
-0.4 0.2 0.3
-0.5 -1.3 0.1
-0.2 0.0 0.8
-0.2 -0.7 0.1
0.2 0.6 0.1
-0.1 0.0 -0.1
0.0 0.1 0.1
-0.6 1.6 1.0
0.8 0.0 -0.5
1.3 -0.8 1.5
-0.1 0.0 0.0
-1.1 -0.1 1.4
-0.7 -0.7 -0.1
-0.3 -0.7 -0.1
-0.2 0.3 -0.8
0.0 -0.2 0.2
0.1 -0.1 0.2
-0.2 -0.1 0.1
0.9 0.3 -0.6
0.1 0.1 -0.1
0.1 0.0 0.0
0.0 -0.1 0.0
-0.3 1.6 -1.2
-0.9 1.4 0.8
0.6 -1.1 1.2
-1.2 -0.1 0.7
-0.1 -0.1 -0.2
-0.1 -0.5 -1.7
0.2 0.8 0.1
0.0 -0.1 -1.8
-0.3 -0.1 0.0
-0.1 0.0 0.1
0.3 0.3 0.0
0.1 0.0 0.0
-0.1 0.2 0.0
-1.8 -0.3 0.2
0.1 -0.1 0.0
0.9 -1.3 0.4
-0.8 -1.3 -1.1
0.1 0.1 0.0
-0.7 0.3 0.1
-0.5 -0.4 0.1
-1.9 0.1 0.8
0.0 0.0 0.1
0.0 0.1 0.0
-0.5 1.5 -0.3
-3.4 0.4 1.6
-0.3 1.8 -0.5
1.6 0.0 -0.4
-0.1 0.0 0.0
-0.1 -0.2 0.1
2.3 1.9 -2.8
3.1 -0.2 -1.4
-3.2 2.1 -2.7
0.0 0.1 0.1
0.1 0.3 0.2
-0.5 1.4 -0.6
-0.7 0.2 1.6
0.1 -1.1 -1.3
-0.6 -1.3 1.1
0.2 -0.2 0.1
-0.2 0.3 0.5
-1.0 0.1 0.0
0.2 -0.2 2.4
0.0 0.0 -0.1
0.0 0.1 0.0
0.0 0.0 -0.2
3.6 -2.0 1.4
-0.5 0.1 -0.2
0.4 -0.3 -0.5
0.0 -0.4 -0.8
0.0 0.1 0.0
-0.2 -0.2 1.7
-0.1 0.0 0.2
0.1 0.0 0.0
-1.5 0.2 0.7
1.6 0.4 -0.1
-0.6 0.3 0.4
0.0 0.2 0.0
4.3 -1.4 -1.3
0.0 -0.1 -0.2
0.4 -0.7 2.6
0.1 -0.9 -1.2
0.1 -1.7 0.6
-0.7 -0.4 0.4
-0.6 -0.8 0.2
-0.2 0.0 -0.1
1.7 -0.9 -0.2
0.1 -0.6 0.5
-0.1 1.7 0.5
-0.2 0.1 0.4
-0.2 -0.1 0.6
-1.1 1.1 -0.6
-0.6 -1.0 1.3
-1.7 -0.4 -0.1
0.4 1.6 -0.7
0.1 0.1 -0.1
0.6 -1.2 1.2
0.0 -0.2 -0.1
1.3 -1.2 -0.7
-1.7 0.2 -1.6
1.6 -0.4 -0.4
1.3 -0.2 -1.2
0.3 -1.4 2.1
-1.5 -0.5 0.2
0.6 0.4 -0.8
-0.5 1.8 0.2
1.0 1.4 0.6
0.0 0.0 0.1
-0.1 0.9 0.9
-0.5 -0.1 -0.3
0.2 0.7 -0.4
-0.1 -0.2 0.0
0.9 -2.1 -0.9
-1.5 1.1 0.1
-0.8 -0.9 -0.2
-1.2 0.8 0.4
1.2 0.4 -1.9
-1.0 -0.6 1.2
1.6 -0.4 0.0
0.2 -0.1 -0.1
-0.2 0.0 0.1
0.6 -0.2 -1.5
0.0 -0.1 0.0
1.6 -0.2 -0.6
1.1 -0.2 -1.1
1.0 1.5 -0.6
1.3 0.1 -1.4
0.7 -0.4 -0.7
0.1 -0.1 0.1
0.4 1.5 0.0
0.9 -0.2 1.4
-2.5 1.3 2.0
-0.3 -0.6 -0.1
0.1 0.0 -0.7
1.4 -0.4 -0.8
-0.6 -0.2 1.6
0.3 0.6 0.0
0.2 0.0 0.0
-0.1 -0.1 0.0